16
Properties=species:S:1:pos:R:3 method="wB97M-V/def2-TZVPD" fmax_ev_per_a=7.0 smiles="C1=C[C@@H]2C[C@@H]2N=CN1" homo_ev=-7.85 molar_mass_g_mol=108.14 e_above_lowest_ev=4.533 lumo_energy_ev=0.7
C -1.852 -0.110 0.815
C -1.221 0.713 -0.364
C -0.070 1.468 -0.097
C 1.189 1.259 0.010
C 1.270 -1.168 0.156
C -1.205 -0.824 -0.349
H -2.916 -0.157 1.009
H -1.137 0.181 1.561
H -1.914 1.140 -1.170
H -0.390 2.563 -0.339
H 1.656 2.382 -0.036
H 2.698 -0.012 0.395
H 2.143 -1.843 0.016
H -1.887 -0.971 -1.365
N 1.805 0.034 0.111
N 0.063 -1.650 -0.268



29
Properties=species:S:1:pos:R:3 method="wB97M-V/def2-TZVPD" fmax_ev_per_a=7.2 smiles="O=S(=O)(F)NC(F)(F)c1cccc(C(F)(F)F)c1.CC#N" homo_ev=-9.84 molar_mass_g_mol=334.24 e_above_lowest_ev=6.123 lumo_energy_ev=-0.7
O -0.928 3.492 4.714
S -0.441 2.202 4.088
O 0.677 2.497 3.140
F 0.139 1.242 5.363
N -1.821 1.463 3.369
C -1.920 1.715 1.913
F -3.307 1.464 1.572
F -1.716 3.099 1.576
C -1.062 0.739 0.991
C -0.479 1.228 -0.386
C 0.320 0.262 -1.307
C 0.533 -1.217 -0.876
C -0.030 -1.688 0.513
C 0.162 -3.190 1.064
F 0.573 -3.996 -0.020
F 1.122 -3.201 2.126
F -1.085 -3.619 1.637
C -0.826 -0.728 1.434
H -1.927 0.468 3.615
H -0.637 2.314 -0.730
H 0.757 0.570 -2.324
H 1.087 -1.981 -1.526
H -1.230 -1.129 2.437
C 2.241 0.003 -5.701
C 1.553 -0.987 -4.809
N 1.011 -1.767 -4.107
H 2.697 0.791 -5.099
H 3.018 -0.498 -6.281
H 1.519 0.450 -6.386



20
Properties=species:S:1:pos:R:3 method="wB97M-V/def2-TZVPD" fmax_ev_per_a=5.1 smiles=CNC.CNC homo_ev=-8.42 molar_mass_g_mol=90.17 e_above_lowest_ev=2.526 lumo_energy_ev=1.0
C -2.577 -1.149 1.517
N -2.433 -0.066 0.514
C -1.614 -0.551 -0.526
H -1.524 -1.158 1.936
H -2.781 -2.085 1.011
H -3.455 -0.982 2.269
H -3.373 0.055 0.112
H -0.791 0.047 -0.697
H -1.452 -1.590 -0.554
H -2.258 -0.216 -1.448
C 2.374 1.548 -1.378
N 2.200 1.301 0.032
C 2.141 -0.070 0.473
H 2.714 0.542 -1.748
H 2.962 2.401 -1.673
H 1.420 1.485 -2.047
H 1.657 2.016 0.470
H 2.691 -0.282 1.423
H 1.207 -0.718 0.505
H 2.892 -0.529 -0.191



84
Properties=species:S:1:pos:R:3 method="wB97M-V/def2-TZVPD" fmax_ev_per_a=4.9 smiles=CCCCOc1c(C[C@H](C)Cl)c([C@H](F)CC)cc2c1N(P(O)O)c1c(CCCN)c(CCCS)cc(COO)c1S2 homo_ev=-7.52 molar_mass_g_mol=649.23 lumo_energy_ev=0.4
C 5.611 1.653 1.137
C 4.555 1.909 0.002
C 3.320 0.918 0.050
C 2.243 1.513 -0.931
O 1.229 0.549 -1.335
C -0.031 1.153 -1.271
C -0.685 1.794 -2.429
C -0.003 1.810 -3.833
C 1.147 2.887 -4.037
C 2.473 2.122 -4.397
Cl 1.313 4.093 -2.690
C -2.023 2.396 -2.283
C -2.817 3.059 -3.446
F -3.272 1.986 -4.286
C -2.038 4.177 -4.246
C -2.223 3.869 -5.803
C -2.709 2.358 -0.978
C -2.057 1.718 0.144
C -0.717 1.107 0.028
N -0.061 0.436 1.147
P 0.515 1.586 2.369
O 0.897 3.069 1.668
O 1.824 0.961 3.237
C -0.964 -0.528 1.777
C -0.487 -1.907 2.000
C 0.958 -2.271 1.517
C 0.954 -3.171 0.186
C -0.038 -2.518 -0.845
N -1.354 -3.226 -0.910
C -1.364 -2.903 2.621
C -0.999 -4.395 2.869
C 0.362 -4.644 3.632
C 0.314 -6.150 4.157
S 2.029 -6.582 4.735
C -2.712 -2.475 3.035
C -3.227 -1.126 2.833
C -4.665 -0.670 3.225
O -4.694 0.169 4.402
O -3.728 -0.223 5.307
C -2.335 -0.171 2.195
S -2.813 1.553 1.806
H 6.302 0.801 0.888
H 5.176 1.562 2.162
H 6.280 2.564 1.167
H 5.039 1.860 -1.007
H 4.143 2.948 0.122
H 3.572 -0.113 -0.314
H 2.898 0.837 1.082
H 2.815 1.936 -1.807
H 1.694 2.397 -0.500
H 0.462 0.790 -3.964
H -0.823 1.872 -4.590
H 0.861 3.476 -4.954
H 2.366 1.679 -5.422
H 3.407 2.721 -4.275
H 2.545 1.243 -3.695
H -3.745 3.523 -3.021
H -0.971 4.298 -3.955
H -2.579 5.143 -4.076
H -1.898 4.791 -6.362
H -1.644 2.962 -6.125
H -3.317 3.758 -6.038
H -3.724 2.796 -0.826
H 0.264 3.730 1.998
H 1.789 -0.011 3.314
H 1.527 -1.340 1.233
H 1.572 -2.757 2.322
H 0.667 -4.200 0.515
H 1.980 -3.124 -0.254
H 0.449 -2.571 -1.864
H -0.216 -1.425 -0.662
H -1.973 -2.581 -1.407
H -1.238 -4.037 -1.525
H -1.871 -4.942 3.328
H -0.876 -4.867 1.848
H 0.578 -3.917 4.450
H 1.170 -4.653 2.847
H 0.096 -6.842 3.295
H -0.458 -6.301 4.948
H 2.846 -5.650 4.142
H -3.394 -3.211 3.518
H -5.025 -0.020 2.381
H -5.374 -1.533 3.365
H -3.097 0.519 5.357



50
Properties=species:S:1:pos:R:3 method="wB97M-V/def2-TZVPD" fmax_ev_per_a=1.3 homo_ev=-8.22 molar_mass_g_mol=752.70 e_above_lowest_ev=0.000 lumo_energy_ev=0.3
Tl -2.479 -0.552 -2.043
F 2.821 5.189 -0.928
C 2.281 3.979 -0.812
C 3.091 2.871 -0.659
F 4.413 3.023 -0.612
C 2.520 1.617 -0.556
F 3.371 0.599 -0.398
C 1.148 1.405 -0.582
P 0.377 -0.333 -0.605
C 1.429 -0.899 -2.002
C 1.006 -0.482 -3.264
C 1.694 -0.852 -4.410
C 2.823 -1.652 -4.308
C 3.264 -2.056 -3.055
C 2.575 -1.680 -1.911
C 1.166 -0.891 0.966
C 1.275 0.018 2.020
C 1.883 -0.341 3.213
C 2.387 -1.623 3.380
C 2.229 -2.553 2.363
C 1.606 -2.198 1.174
C 0.358 2.551 -0.690
Br -1.532 2.492 -0.575
C 0.911 3.817 -0.818
F 0.147 4.905 -0.937
H 0.135 0.159 -3.356
H 1.351 -0.514 -5.379
H 3.359 -1.954 -5.199
H 4.156 -2.663 -2.965
H 2.957 -1.981 -0.945
H 0.875 1.020 1.914
H 1.964 0.385 4.012
H 2.874 -1.903 4.305
H 2.592 -3.565 2.492
H 1.444 -2.944 0.409
C -5.864 0.463 2.655
N -4.788 0.488 1.679
C -3.414 0.416 2.156
C -5.041 0.564 0.370
O -4.177 0.631 -0.499
H -5.548 0.996 3.550
H -6.128 -0.559 2.931
H -6.746 0.960 2.254
H -3.371 -0.246 3.020
H -3.046 1.404 2.438
H -2.781 0.017 1.368
H -6.111 0.558 0.123
O -0.580 -2.573 -0.782
S -1.806 -3.116 -0.133
N -3.071 -2.398 -0.368



43
Properties=species:S:1:pos:R:3 method="wB97M-V/def2-TZVPD" total_charge=+1 fmax_ev_per_a=2.3 smiles="CN1CCN(C)C1=[NH+]C(c1ccc(F)cc1)c1ccc(F)cc1" homo_ev=-12.01 molar_mass_g_mol=316.37 e_above_lowest_ev=0.000 lumo_energy_ev=-2.5
F 4.021 -1.269 -4.757
C 3.116 -0.959 -3.723
C 3.577 -1.061 -2.396
C 2.638 -0.755 -1.395
C 1.256 -0.482 -1.724
C 0.217 -0.433 -0.565
C -1.261 -0.614 -0.957
C -2.418 -0.224 -0.138
C -3.731 -0.601 -0.537
C -3.856 -1.236 -1.795
F -5.169 -1.502 -2.220
C -2.786 -1.690 -2.613
C -1.502 -1.367 -2.128
C 0.960 -0.200 -3.096
C 1.851 -0.486 -4.125
H 4.554 -1.508 -2.158
H 2.963 -0.878 -0.360
H 0.604 -1.017 0.303
H -2.311 0.327 0.804
H -4.621 -0.406 0.119
H -2.898 -2.339 -3.498
H -0.650 -1.814 -2.679
H -0.047 0.089 -3.419
H 1.539 -0.527 -5.181
C -0.315 -1.460 2.428
N 0.017 -0.045 2.586
C 0.004 0.493 3.894
C 0.322 1.943 3.746
N 0.435 2.101 2.331
C 0.675 3.422 1.826
C 0.273 0.929 1.681
N 0.338 0.816 0.325
H -0.162 -1.836 1.393
H 0.318 -2.067 3.104
H -1.379 -1.638 2.684
H -0.949 0.394 4.368
H 0.691 0.024 4.562
H -0.451 2.597 4.130
H 1.242 2.240 4.232
H 0.699 3.442 0.715
H -0.141 4.118 2.145
H 1.666 3.815 2.169
H 0.672 1.665 -0.080



79
Properties=species:S:1:pos:R:3 method="wB97M-V/def2-TZVPD" total_charge=+1 fmax_ev_per_a=0.8 s2=0.941 homo_ev="-8.85 / -8.05" molar_mass_g_mol=679.63 spin_multiplicity=2 lumo_energy_ev="-3.5 / -3.5"
V 0.122 0.051 -0.048
C -2.819 -0.866 4.652
C -3.106 -0.473 3.353
C -2.084 -0.163 2.468
C -0.753 -0.248 2.876
C -0.466 -0.634 4.187
C -1.494 -0.940 5.063
N 0.284 0.039 1.944
N 1.461 0.202 2.516
C 2.423 0.397 1.605
C 3.782 0.487 1.983
C 4.727 0.646 1.016
C 4.337 0.702 -0.342
C 3.020 0.572 -0.661
N 2.059 0.409 0.291
H -3.619 -1.096 5.344
H -4.135 -0.382 3.028
H -2.319 0.188 1.474
H 0.565 -0.688 4.501
H -1.256 -1.233 6.078
H 4.021 0.433 3.035
H 5.773 0.722 1.281
H 5.068 0.836 -1.125
H 2.666 0.588 -1.682
C -1.730 -5.979 -4.400
C -2.717 -4.845 -4.170
N -2.326 -3.984 -3.045
C -1.639 -2.861 -3.303
C -1.166 -1.993 -2.359
C -0.355 -0.813 -2.865
O -0.402 -0.551 -4.049
O 0.372 -0.226 -1.975
C -1.437 -2.252 -0.998
O -1.123 -1.511 -0.025
C -2.155 -3.485 -0.704
C -2.439 -3.796 0.632
C -3.126 -4.937 0.914
F -3.447 -5.229 2.192
C -3.539 -5.826 -0.088
C -3.268 -5.518 -1.402
C -2.587 -4.336 -1.733
N -4.260 -7.024 0.214
C -5.688 -6.833 0.413
C -6.399 -8.168 0.303
N -5.802 -9.126 1.300
C -4.312 -9.263 1.125
C -3.693 -7.884 1.241
H -2.054 -6.587 -5.243
H -1.643 -6.622 -3.523
H -0.742 -5.580 -4.628
H -3.726 -5.213 -3.990
H -2.772 -4.205 -5.048
H -1.453 -2.625 -4.344
H -2.131 -3.112 1.415
H -3.578 -6.223 -2.160
H -6.080 -6.169 -0.356
H -5.913 -6.372 1.390
H -6.251 -8.610 -0.680
H -7.462 -8.083 0.516
H -6.253 -10.039 1.222
H -5.991 -8.782 2.246
H -4.148 -9.694 0.140
H -3.946 -9.940 1.895
H -2.616 -7.968 1.097
H -3.856 -7.501 2.258
N -6.186 7.794 -0.666
C -5.432 6.932 -0.576
C -4.497 5.848 -0.460
C -3.827 5.383 -1.591
C -2.939 4.330 -1.479
C -2.704 3.731 -0.239
C -3.374 4.211 0.890
C -4.266 5.260 0.782
C -1.792 2.633 -0.124
C -1.024 1.695 -0.030
H -4.009 5.849 -2.549
H -2.416 3.960 -2.350
H -3.182 3.751 1.850
H -4.785 5.633 1.654



36
Properties=species:S:1:pos:R:3 method="wB97M-V/def2-TZVPD" fmax_ev_per_a=5.0 s2=0.762 homo_ev="-7.92 / -9.08" molar_mass_g_mol=358.07 spin_multiplicity=2 lumo_energy_ev="-2.9 / -2.9"
O 0.113 26.323 -10.859
V -0.079 27.733 -10.108
O 0.665 28.931 -10.929
O -2.601 24.997 -5.190
V -1.972 25.412 -6.601
O -1.903 24.120 -7.507
N 0.532 31.072 -7.751
H 0.116 31.909 -8.134
H 0.629 31.209 -6.755
H 1.388 30.987 -8.280
H -0.015 30.229 -7.855
C -1.219 27.789 -7.648
O -1.660 27.679 -6.497
O -1.192 26.766 -8.331
O -0.830 28.808 -8.237
O -2.864 30.837 -8.105
H -3.302 30.515 -7.317
H -2.179 30.191 -8.279
O -3.682 29.780 -5.868
H -3.781 29.951 -4.931
H -3.030 29.081 -5.917
O -0.967 27.674 -3.881
H -0.844 28.582 -3.604
H -1.263 27.737 -4.789
C -3.920 23.337 -10.373
C -2.904 24.414 -10.639
C -2.812 24.700 -12.144
O -3.403 25.540 -9.907
H -3.628 22.405 -10.857
H -4.924 23.614 -10.695
H -3.963 23.063 -9.319
H -1.985 24.051 -10.180
H -3.764 24.949 -12.613
H -2.504 23.793 -12.666
H -2.110 25.451 -12.505
H -2.645 26.087 -9.688



109
Properties=species:S:1:pos:R:3 method="wB97M-V/def2-TZVPD" total_charge=+1 fmax_ev_per_a=0.5 s2=0.753 homo_ev="-10.39 / -10.39" molar_mass_g_mol=778.39 spin_multiplicity=2 e_above_lowest_ev=0.000 lumo_energy_ev="-2.7 / -2.3"
Ti 0.124 -0.368 -0.545
C -3.944 -2.275 2.872
C -3.238 -1.387 1.846
C -4.275 -0.375 1.323
C -2.726 -2.146 0.652
C -3.396 -3.220 0.052
C -2.845 -3.326 -1.205
N -1.892 -2.397 -1.327
N -1.770 -1.681 -0.171
B -1.328 -1.836 -2.646
N -1.775 -0.350 -2.708
C -2.707 0.165 -3.520
C -3.169 1.336 -2.966
C -2.476 1.471 -1.753
N -1.594 0.473 -1.636
C -2.880 2.435 -0.664
C -2.687 3.901 -1.048
C -2.292 2.134 0.708
N 0.208 -2.000 -2.625
C 0.965 -2.386 -3.670
C 2.086 -3.008 -3.189
C 1.962 -2.979 -1.791
N 0.829 -2.351 -1.452
C 2.870 -3.678 -0.808
C 3.611 -4.822 -1.504
C 3.883 -2.782 -0.095
H -4.280 -1.670 3.716
H -3.327 -3.083 3.254
H -4.834 -2.724 2.430
H -2.415 -0.844 2.320
H -5.186 -0.906 1.039
H -3.919 0.152 0.441
H -4.533 0.354 2.094
H -4.207 -3.798 0.458
H -3.084 -3.975 -2.031
H -1.801 -2.403 -3.588
H -3.002 -0.361 -4.413
H -3.954 1.972 -3.338
H -3.961 2.276 -0.586
H -1.629 4.152 -1.098
H -3.148 4.546 -0.298
H -3.142 4.128 -2.013
H -1.282 2.517 0.799
H -2.246 1.062 0.898
H -2.908 2.590 1.485
H 0.620 -2.240 -4.681
H 2.883 -3.443 -3.764
H 2.213 -4.134 -0.063
H 4.323 -4.434 -2.235
H 2.928 -5.503 -2.013
H 4.179 -5.392 -0.769
H 4.591 -2.363 -0.808
H 4.440 -3.380 0.628
H 3.429 -1.943 0.428
C 0.774 -3.042 1.675
N 0.035 -2.225 2.621
C -0.774 -2.997 3.549
C 0.082 -0.892 2.592
N 0.481 -0.247 1.473
C 1.478 0.756 1.686
C 2.396 0.643 2.728
C 3.438 1.538 2.865
C 3.604 2.524 1.907
C 2.732 2.608 0.838
C 1.630 1.757 0.718
N 0.750 1.691 -0.408
C 0.776 2.665 -1.325
N 0.989 3.980 -1.033
C 1.840 4.796 -1.891
C 0.627 4.620 0.219
N 0.540 2.400 -2.628
C -0.002 3.388 -3.550
C 0.929 1.177 -3.312
N -0.272 -0.214 3.710
C -0.674 1.182 3.649
C 0.136 -0.648 5.042
H 1.262 -3.851 2.223
H 1.529 -2.440 1.186
H 0.105 -3.464 0.923
H -0.145 -3.532 4.263
H -1.338 -3.731 2.972
H -1.466 -2.355 4.083
H 2.322 -0.189 3.417
H 4.143 1.432 3.678
H 4.449 3.197 1.954
H 2.964 3.304 0.050
H 2.312 4.177 -2.649
H 2.630 5.237 -1.277
H 1.286 5.608 -2.366
H 0.122 3.931 0.883
H -0.033 5.467 0.014
H 1.517 4.989 0.733
H -0.380 4.253 -3.019
H -0.827 2.927 -4.096
H 0.750 3.714 -4.272
H 1.284 0.420 -2.627
H 1.755 1.387 -3.994
H 0.081 0.794 -3.879
H -1.013 1.426 2.649
H 0.156 1.842 3.915
H -1.493 1.336 4.353
H 0.705 -1.571 4.993
H -0.725 -0.790 5.697
H 0.777 0.125 5.474
F 3.277 1.548 -1.845
B 3.574 0.268 -1.392
F 4.443 0.272 -0.341
F 3.913 -0.571 -2.424
F 2.257 -0.318 -0.832